Record 1
Entry from the Open Molecules 2025 dataset: a cluster of 11 separate species, C8H36BF4N16O10 in total at a distorted geometry (ωB97M-V/def2-TZVPD).

Geometry as ORCA input:
```
! RIJCOSX wB97M-V def2-TZVPD def2/J DEFGRID3
* xyz -1 1
B -0.3660 -0.0176 -0.7333
F -0.8595 -1.1747 -1.4637
F 1.0222 -0.0758 -0.8486
F -0.9498 1.0635 -1.3989
F -0.8299 -0.0824 0.5841
O -3.9458 2.0711 -0.4325
H -3.5678 2.9437 -0.6018
H -3.2210 1.4637 -0.6102
O -2.1384 4.0024 -2.6660
H -1.7220 3.2298 -2.2739
H -2.3668 4.5483 -1.9105
C 0.6430 -4.0333 -0.1559
O 0.9169 -5.1912 0.1447
N -0.2913 -3.2784 0.5087
N 1.1798 -3.4658 -1.2824
H -0.8970 -3.7586 1.1471
H -0.3721 -2.3347 0.1478
H 1.0457 -2.5280 -1.6211
H 1.7369 -4.1202 -1.8009
C -0.5608 0.5779 4.2668
O -1.0667 1.6113 3.8478
N -0.6940 0.0635 5.5420
N 0.3767 -0.0969 3.5173
H -1.1588 0.5702 6.2694
H -0.5338 -0.9150 5.6857
H 0.8102 -0.9380 3.8435
H 0.5508 0.2611 2.5990
C -2.7178 -3.1518 -3.6642
O -3.2938 -3.7220 -4.5817
N -2.0414 -3.8249 -2.6691
N -2.6002 -1.7916 -3.5779
H -1.4054 -3.3399 -2.0620
H -2.2377 -4.7853 -2.4631
H -2.2930 -1.2511 -2.7886
H -2.8701 -1.2980 -4.4102
C -4.1988 -1.4654 0.4772
O -5.3998 -1.5225 0.2476
N -3.2965 -2.4234 0.0868
N -3.6108 -0.4691 1.2171
H -3.5766 -3.1233 -0.5752
H -2.3296 -2.3199 0.3191
H -2.7059 -0.1257 0.9391
H -4.2365 0.2719 1.4917
C 4.1145 2.1114 -0.2852
O 3.6787 2.8220 -1.1797
N 5.0910 2.5786 0.5899
N 3.6486 0.8589 -0.0013
H 5.4112 3.4834 0.2902
H 5.7079 1.8558 0.9190
H 3.9652 0.3709 0.8197
H 2.8234 0.5560 -0.4869
C 4.0414 -0.9876 2.6609
O 4.5848 0.0223 3.0827
N 4.5102 -2.2462 3.0097
N 2.9591 -1.0527 1.8358
H 5.3182 -2.3617 3.5871
H 4.0663 -3.0709 2.6447
H 2.6601 -1.9212 1.4556
H 2.4438 -0.2319 1.5768
C -1.0139 4.1281 0.9604
O -1.5383 4.3377 -0.1299
N -0.4045 2.9477 1.2737
N -0.9380 5.0702 1.9507
H -0.4781 2.3169 0.4864
H 0.0508 2.7537 2.1423
H -1.4696 5.9180 1.8791
H -0.6395 4.8647 2.8864
C 1.0769 1.2237 -4.2883
O 1.3793 1.4802 -5.4503
N 0.3783 0.0843 -3.9365
N 1.4110 2.0093 -3.2293
H -0.0829 0.1133 -3.0436
H 0.1519 -0.5714 -4.6570
H 1.8860 2.8831 -3.3295
H 1.2798 1.5995 -2.3247
*
```

Output
Lowest unoccupied orbital energy (Ha): 0.065
HOMO (eV): -7.024
ΔE to the lowest compared entry with this formula, charge and spin (kcal per mole): 0.0



Record 2
Entry from the Open Molecules 2025 dataset: a structure of composition C8H36N4O13 at a distorted geometry (ωB97M-V/def2-TZVPD).

Geometry as ORCA input:
```
! RIJCOSX wB97M-V def2-TZVPD def2/J DEFGRID3
* xyz 0 1
C -0.3017 -0.5087 0.0303
O -0.9624 -0.9327 -0.9262
N 0.0538 -1.3491 1.0466
N -0.1334 0.7909 0.3413
H -0.0423 -2.3426 0.9115
H 0.8182 -1.0072 1.6145
H -0.8845 1.2881 -0.1180
H 0.1581 1.0609 1.2720
C 3.3496 0.4457 1.2617
O 2.4884 0.1150 2.0714
N 3.9179 -0.4468 0.3859
N 3.8025 1.6990 1.0124
H 3.4421 -1.3157 0.1791
H 4.6421 -0.1260 -0.2239
H 3.1858 2.4514 1.2715
H 4.6247 1.7771 0.4523
C -2.0379 -0.3470 -4.5889
C -3.1235 0.6306 -4.3199
O -3.5629 1.3793 -5.4463
O -2.4122 -1.5148 -5.3336
H -1.6590 -0.6460 -3.6043
H -1.1337 0.1537 -4.9457
H -2.7604 1.3571 -3.5907
H -4.0274 0.1822 -3.8933
H -3.9731 0.7668 -6.0633
H -3.3625 -1.4610 -5.4666
C 0.2347 -2.9561 4.7601
C 1.1942 -3.9750 4.1651
O 0.7041 -4.3974 2.9029
O -1.0254 -3.4378 5.2148
H 0.0996 -2.1473 4.0346
H 0.7784 -2.4369 5.5585
H 1.2864 -4.8846 4.7656
H 2.1656 -3.5078 4.0120
H -0.2339 -4.5930 2.9925
H -1.4543 -2.8075 5.7958
C -0.0791 4.6030 -1.0712
C 0.4450 3.5715 -2.0683
O 0.8649 4.1288 -3.2915
O 1.0137 5.4024 -0.5467
H -0.6415 4.1667 -0.2454
H -0.7197 5.3875 -1.4795
H -0.4033 2.9280 -2.3352
H 1.1164 2.8653 -1.5751
H 1.8162 3.9926 -3.3221
H 1.1181 6.1212 -1.1745
O -3.6581 -1.8203 -1.6783
H -2.8180 -1.5949 -1.2554
H -4.2838 -1.1787 -1.3312
O 0.3848 1.3117 3.1356
H 0.2094 1.1437 4.0662
H 1.3135 1.0563 2.9934
O 0.1679 -2.5398 -1.9417
H 0.0083 -2.4167 -2.8818
H -0.4496 -1.9274 -1.5085
O -2.4106 2.3934 3.8926
H -1.7306 1.8691 3.4576
H -1.9508 2.8396 4.6093
O 2.4604 -2.9326 -0.3482
H 1.6159 -2.6536 -0.7482
H 2.7553 -3.6735 -0.8835
*
```

Output
Lowest unoccupied orbital energy (Ha): 0.003
HOMO (eV): -10.057
ΔE to the lowest compared entry with this formula, charge and spin (kcal per mole): 16.3



Record 3
Entry from the Open Molecules 2025 dataset: a cluster of 11 separate species, C8H38O11 in total at a distorted geometry (ωB97M-V/def2-TZVPD).

Geometry as ORCA input:
```
! RIJCOSX wB97M-V def2-TZVPD def2/J DEFGRID3
* xyz 0 1
C 15.3345 30.1016 0.5574
C 14.9764 31.0316 -0.6742
O 13.5952 31.0887 -0.7591
H 14.8999 30.5990 1.4244
H 16.4201 30.1071 0.6544
H 14.9040 29.1016 0.5042
H 15.4373 30.6573 -1.5884
H 15.3567 32.0341 -0.4779
H 13.3994 31.9527 -1.1289
C 12.6296 22.8097 -0.9770
C 11.5783 22.1170 -1.8730
O 11.9380 20.7599 -2.0484
H 12.8289 22.3668 -0.0012
H 12.4184 23.8642 -0.7994
H 13.5176 22.7799 -1.6083
H 11.5220 22.5656 -2.8649
H 10.6020 22.1651 -1.3908
H 11.2801 20.4115 -2.6546
C 14.1861 23.5570 2.7013
C 12.6636 23.7216 2.8614
O 12.2745 25.0041 2.5465
H 14.4514 23.4680 1.6478
H 14.4995 22.6099 3.1405
H 14.8021 24.3796 3.0647
H 12.4334 23.5449 3.9121
H 12.1853 22.9382 2.2735
H 11.3175 25.0524 2.6054
C 16.4974 26.6941 2.5510
C 17.4385 27.8903 2.2976
O 18.3841 27.8903 3.2938
H 16.2859 26.4910 3.6008
H 16.9220 25.7701 2.1585
H 15.6465 26.8630 1.8911
H 16.8383 28.7915 2.4230
H 17.9009 27.8358 1.3120
H 19.0136 27.1830 3.1358
O 13.4690 26.2900 -2.4992
H 13.1254 26.2023 -1.6101
H 13.4770 27.2334 -2.6614
O 15.4408 24.2766 -0.7736
H 14.9085 24.9715 -0.3864
H 15.9140 24.7057 -1.4865
O 12.6449 29.3244 3.2744
H 13.0160 28.5110 3.6162
H 12.4732 29.1404 2.3509
O 13.5733 26.8820 4.2507
H 13.2499 26.5481 5.0874
H 13.2033 26.2890 3.5966
O 12.3064 29.0378 0.6814
H 11.7469 28.5660 0.0644
H 12.6579 29.7701 0.1750
O 10.8152 27.6723 -1.1757
H 10.6562 27.7068 -2.1190
H 10.5660 26.7834 -0.9227
O 13.5983 26.3442 0.4816
H 13.1863 25.7786 1.1347
H 13.1116 27.1667 0.5352
*
```

Output
Lowest unoccupied orbital energy (Ha): -0.007
HOMO (eV): -9.593
ΔE to the lowest compared entry with this formula, charge and spin (kcal per mole): 13.1



Record 4
Entry from the Open Molecules 2025 dataset: a cluster of 11 separate species, C8H38O11 in total at a distorted geometry (ωB97M-V/def2-TZVPD).

Geometry as ORCA input:
```
! RIJCOSX wB97M-V def2-TZVPD def2/J DEFGRID3
* xyz 0 1
C 2.8703 2.9790 3.0323
O 4.0833 3.7237 3.0036
H 2.9343 2.0618 3.6215
H 2.1046 3.5548 3.5627
H 2.5352 2.7990 2.0145
H 4.1661 4.2177 3.8215
C -1.9135 -1.8576 3.1269
O -3.2494 -1.3105 3.1682
H -1.9084 -2.8892 2.7908
H -1.3707 -1.1883 2.4570
H -1.4906 -1.7894 4.1303
H -3.1156 -0.3619 3.2681
C -1.9019 -3.9630 -0.1825
O -3.1881 -3.6324 -0.6192
H -1.2299 -3.1013 -0.1226
H -1.9454 -4.3704 0.8306
H -1.4976 -4.7875 -0.7816
H -3.1611 -3.0268 -1.3722
C -1.8278 -1.3301 -3.1124
O -3.1096 -1.8466 -2.8380
H -1.6032 -1.1027 -4.1566
H -1.7286 -0.3971 -2.5455
H -1.0236 -1.9682 -2.7473
H -3.8225 -1.3748 -3.2708
C 2.5113 -1.3064 2.3765
O 1.4139 -0.6773 2.9899
H 3.1875 -1.8883 3.0033
H 2.0910 -2.0469 1.6791
H 3.1389 -0.6543 1.7602
H 1.0560 -0.1365 2.2664
C -0.3393 0.3076 -0.2477
O 0.6382 0.7603 0.6855
H -1.0939 1.0780 -0.4118
H 0.1697 0.1081 -1.1951
H -0.7360 -0.6692 0.0210
H 1.1762 1.4490 0.2668
C 1.6951 -3.6547 -1.6541
O 1.7660 -2.2588 -1.7738
H 2.6264 -4.0990 -2.0239
H 1.6559 -3.9046 -0.5943
H 0.8574 -4.1113 -2.1872
H 2.1455 -1.9674 -2.6037
C -1.7102 3.1156 -3.1069
O -0.8876 4.1594 -2.6540
H -1.2388 2.3538 -3.7307
H -2.2312 2.6260 -2.2808
H -2.5822 3.5004 -3.6531
H -0.5783 4.6340 -3.4325
O 1.1109 3.1236 -0.7925
H 0.8018 3.6294 -0.0317
H 0.5604 3.4308 -1.5307
O 3.9259 3.2047 -1.5811
H 3.0142 3.0563 -1.2880
H 4.4055 3.4477 -0.7829
O -2.9063 1.5005 2.1505
H -3.2794 1.5465 1.2650
H -1.9709 1.3048 2.0130
*
```

Output
Lowest unoccupied orbital energy (Ha): 0.000
HOMO (eV): -9.478
ΔE to the lowest compared entry with this formula, charge and spin (kcal per mole): 83.3



What is the ΔE to the lowest compared entry with this formula, charge and spin in the second record? 16.3 kcal per mole



Which of these has the lowest HOMO? C8H36N4O13